<i>
Entry from the Open Molecules 2025 dataset: C6H10N2 in the gas phase (ωB97M-V/def2-TZVPD).

SMILES string ... CC1=C[C@@]2(N)N[C@@]12C
E_HOMO ... -7.5 eV
Kohn-Sham gap ... 8.40 eV

ORCA input file:
```
! wB97M-V def2-TZVPD RIJCOSX def2/J DEFGRID3
* xyz 0 1
N 1.11 0.09 1.26
H -1.39 1.84 1.15
H -1.66 0.26 1.89
N 0.26 -2.28 1.12
H 0.83 1.09 -2.94
C 1.06 -0.85 -0.90
H -0.28 -2.86 0.48
C -1.41 0.77 0.95
H 0.87 0.04 2.25
H 1.79 -1.37 -1.50
H -0.26 -2.16 1.99
C 0.32 1.39 -2.03
C -0.10 0.29 0.42
H -0.73 1.58 -2.26
H 0.75 2.32 -1.65
C 0.61 -1.06 0.53
C 0.44 0.33 -1.00
H -2.20 0.57 0.23
*
```

Löwdin population analysis, charges in e, atoms 1 to 5: 0.12, 0.08, 0.07, 0.11, 0.08

---

<ii>
Entry from the Open Molecules 2025 dataset: C6H10N2 in the gas phase (ωB97M-V/def2-TZVPD).

SMILES string ... CCc1c[nH]nc1C
E_HOMO ... -8.8 eV
Kohn-Sham gap ... 9.80 eV

ORCA input file:
```
! wB97M-V def2-TZVPD RIJCOSX def2/J DEFGRID3
* xyz 0 1
N -2.60 1.01 0.20
H 1.33 -0.47 -0.92
C -1.26 -2.26 -0.09
H -1.15 2.41 0.31
H 1.82 0.51 1.53
C -0.57 0.41 -0.31
H 2.73 1.17 0.24
H -0.46 -2.52 0.54
H 1.12 1.15 -1.41
C -1.43 -0.77 -0.18
H 1.49 2.09 0.76
C 0.90 0.44 -0.57
N -2.66 -0.34 0.13
C -1.39 1.47 -0.04
H -1.00 -2.76 -1.08
H -2.05 -2.78 0.27
C 1.75 1.05 0.60
H -3.41 1.54 0.35
*
```

Löwdin population analysis, charges in e, atoms 1 to 5: -0.03, 0.09, -0.04, 0.11, 0.07

---

Stability check: which of them is most stable? <ii>.

---

<i>
Entry from the Open Molecules 2025 dataset: C6H10N2 in the gas phase (ωB97M-V/def2-TZVPD).

SMILES string ... CC1(C)C[C@@H]1NC#N
E_HOMO ... -9.4 eV
Kohn-Sham gap ... 10.05 eV

ORCA input file:
```
! wB97M-V def2-TZVPD RIJCOSX def2/J DEFGRID3
* xyz 0 1
N 3.59 0.64 0.31
H -0.40 -0.59 2.23
H -1.92 -1.40 -0.41
H -0.93 1.31 -1.67
C -0.38 1.46 -0.69
C 0.07 -0.07 1.40
H 0.58 1.56 -1.12
C -0.61 0.19 0.02
H 0.68 0.64 1.81
C 2.81 -0.13 -0.04
H -2.77 -0.26 0.59
N 1.81 -0.86 -0.55
H -2.42 0.26 -1.06
H -0.66 2.20 0.01
H 2.03 -1.77 -0.92
H 0.08 -1.97 0.07
C -2.02 -0.36 -0.20
C 0.46 -0.87 0.21
*
```

Löwdin population analysis, charges in e, atoms 1 to 5: 0.13, 0.11, 0.06, 0.11, -0.04

---

<ii>
Entry from the Open Molecules 2025 dataset: C6H10N2 in the gas phase (ωB97M-V/def2-TZVPD).

SMILES string ... C=C/C(C)=N\N1CC1
E_HOMO ... -9.1 eV
Kohn-Sham gap ... 9.95 eV

ORCA input file:
```
! wB97M-V def2-TZVPD RIJCOSX def2/J DEFGRID3
* xyz 0 1
H -0.15 2.11 -1.17
C 1.88 0.49 0.52
H -1.28 3.01 -0.11
H -1.64 -2.57 -0.09
C 2.60 -0.61 -0.10
N 1.32 -0.07 -0.73
C -0.80 -0.57 -0.12
C -0.96 2.02 -0.45
C -1.98 -1.57 -0.04
N 0.32 -1.02 -0.43
H 1.27 0.33 1.42
H -2.71 -1.39 -0.88
H 2.47 -1.55 0.42
H -2.54 -1.33 0.91
H 3.55 -0.48 -0.65
H 2.02 1.54 0.46
H -2.07 0.80 0.89
C -1.30 0.87 0.15
*
```

Löwdin population analysis, charges in e, atoms 1 to 5: 0.05, -0.18, 0.06, 0.05, -0.11

---

Stability check: which of them is most stable? <i>.

---

<i>
Entry from the Open Molecules 2025 dataset: C6H10N2 in the gas phase (ωB97M-V/def2-TZVPD).

SMILES string ... C1N[C@@H]2[C@@H]3NC[C@@H]1[C@H]23
E_HOMO ... -8.5 eV
Kohn-Sham gap ... 9.47 eV

ORCA input file:
```
! wB97M-V def2-TZVPD RIJCOSX def2/J DEFGRID3
* xyz 0 1
H -0.02 0.31 2.09
H 0.20 -0.80 -0.94
H -2.17 -1.32 0.96
H -2.09 -1.91 -0.73
H 1.10 2.32 0.23
H 2.87 0.55 -0.84
C 1.75 -1.01 0.20
H -2.77 0.51 -0.02
C 0.80 1.25 -0.06
C -0.80 1.15 -0.04
H -1.22 2.05 0.49
H 2.19 -1.07 1.23
C -1.52 -1.18 -0.02
N -1.88 0.29 -0.59
C -0.09 0.37 0.94
C 0.00 -0.97 0.07
N 1.74 0.22 -0.62
H 2.06 -1.87 -0.53
*
```

Löwdin population analysis, charges in e, atoms 1 to 5: 0.16, 0.07, 0.12, 0.11, 0.14

---

<ii>
Entry from the Open Molecules 2025 dataset: a molecular structure, C6H10N2 (ωB97M-V/def2-TZVPD).

E_HOMO ... -9.4 eV
Kohn-Sham gap ... 10.41 eV

ORCA input file:
```
! wB97M-V def2-TZVPD RIJCOSX def2/J DEFGRID3
* xyz 0 1
N 1.48 -1.02 0.64
N 2.45 -0.16 -0.20
C -0.23 1.31 0.91
C -1.42 0.09 -0.90
H -1.16 -0.71 1.49
H 0.10 2.32 0.62
H 2.07 1.63 -1.29
C 0.18 0.37 -0.26
C 1.66 0.74 -0.78
C 0.24 -0.95 -0.23
H 2.15 -1.95 0.45
H -2.29 0.74 -0.65
H -1.49 1.49 0.87
H -1.62 -0.52 -1.90
H 0.21 -1.31 -1.34
C -1.13 -1.07 0.26
H -1.61 -2.14 0.40
H 0.41 1.13 1.91
*
```

Löwdin population analysis, charges in e, atoms 1 to 5: 0.01, 0.03, -0.09, -0.03, 0.17

---

<iii>
Entry from the Open Molecules 2025 dataset: a molecular structure, C6H10N2 (ωB97M-V/def2-TZVPD).

E_HOMO (spin up / spin down) ... -6.0 / -6.3 eV
Kohn-Sham gap (spin up / spin down) ... 6.53 / 7.16 eV

ORCA input file:
```
! wB97M-V def2-TZVPD RIJCOSX def2/J DEFGRID3
* xyz 0 1
C -0.48 1.68 0.10
N 0.69 -0.46 -0.11
C 1.39 0.44 -1.05
H 0.96 0.46 -2.05
C -1.57 -1.45 -0.44
C -0.80 -0.41 -0.02
H 0.83 -1.83 1.34
H -0.92 0.57 1.95
H 2.47 0.29 -1.00
C 0.89 1.46 -0.09
H -2.58 -1.57 -0.08
H -2.32 0.85 0.84
H -0.91 2.67 -0.02
C -1.25 0.67 0.91
H -1.25 -2.10 -1.25
N 1.45 -1.36 0.68
H 1.63 2.19 0.24
H 1.78 -2.10 0.06
*
```

Löwdin population analysis, charges in e, atoms 1 to 5: -0.13, -0.21, -0.11, 0.12, 0.06

---

Stability check: which of them is most stable? <iii>.

---

<i>
Entry from the Open Molecules 2025 dataset: 3 unconnected molecules or ions with the total composition C6H10N2 (ωB97M-V/def2-TZVPD).

E_HOMO (spin up / spin down) ... -6.7 / -7.2 eV
Kohn-Sham gap (spin up / spin down) ... 7.47 / 7.94 eV

ORCA input file:
```
! wB97M-V def2-TZVPD RIJCOSX def2/J DEFGRID3
* xyz 0 1
H 2.03 -1.19 0.44
C 1.02 -1.17 0.87
H -1.42 0.29 -1.54
H 2.09 2.16 -0.03
H 0.98 2.74 -1.26
H 1.05 -0.57 1.78
C -0.72 -0.12 -0.85
H 0.72 -2.19 1.11
N -2.03 -3.23 -0.73
C 0.08 -0.59 -0.07
H -2.46 -2.73 0.06
H 1.23 3.70 0.22
C -1.05 -2.65 -1.24
C 1.14 2.69 -0.18
C 0.03 1.93 0.46
H -0.53 -3.11 -2.10
N -0.72 2.35 1.36
H -1.44 1.70 1.68
*
```

Löwdin population analysis, charges in e, atoms 1 to 5: 0.09, -0.08, 0.06, 0.07, 0.07

---

<ii>
Entry from the Open Molecules 2025 dataset: C6H10N2 in the gas phase (ωB97M-V/def2-TZVPD).

E_HOMO ... -6.9 eV
Kohn-Sham gap ... 5.71 eV

ORCA input file:
```
! wB97M-V def2-TZVPD RIJCOSX def2/J DEFGRID3
* xyz 0 1
C -0.95 1.55 1.30
C -0.14 0.63 0.46
C 0.33 -0.55 -1.63
H 1.74 1.03 1.01
C -1.33 0.16 1.73
H 1.38 -0.64 -0.06
N 1.10 0.24 0.98
H -1.57 -0.66 -0.42
C -0.78 0.02 -0.72
H -0.12 -1.35 -2.22
H -0.98 -0.55 2.48
N -2.33 0.99 1.28
C 1.51 -1.12 -0.88
H 1.43 -2.17 -0.61
H -0.93 2.32 2.11
H 2.52 -0.87 -1.22
H -1.45 0.74 -1.19
H 0.61 0.23 -2.41
*
```

Löwdin population analysis, charges in e, atoms 1 to 5: -0.15, -0.35, -0.21, 0.07, -0.07

---

Stability check: which of them is most stable? <i>.

---

<i>
Entry from the Open Molecules 2025 dataset: C6H10N2 in the gas phase (ωB97M-V/def2-TZVPD).

SMILES string ... C=C[C@H]1CCN1N=C
E_HOMO ... -8.4 eV
Kohn-Sham gap ... 9.50 eV

ORCA input file:
```
! wB97M-V def2-TZVPD RIJCOSX def2/J DEFGRID3
* xyz 0 1
C -1.46 -1.22 0.32
H 0.64 -0.49 -1.53
C -0.17 -1.96 -0.11
H 3.04 0.18 -0.95
H -1.11 3.15 0.32
H -1.56 -1.19 1.44
H 0.07 2.33 -0.98
H 0.43 -2.41 0.63
H -2.42 -1.54 -0.11
N -1.03 -0.02 -0.30
H -0.17 -2.68 -1.01
H 1.16 0.19 1.52
N -1.34 1.23 0.25
C 2.72 0.28 0.05
H 3.49 0.56 0.79
C 1.42 0.08 0.44
C 0.37 -0.48 -0.48
C -0.71 2.21 -0.19
*
```

Löwdin population analysis, charges in e, atoms 1 to 5: -0.20, 0.12, -0.08, 0.04, 0.08

---

<ii>
Entry from the Open Molecules 2025 dataset: 2 unconnected molecules or ions with the total composition C6H10N2 (ωB97M-V/def2-TZVPD).

SMILES string ... C[C@H](N)C#N.C=C=C
E_HOMO ... -9.8 eV
Kohn-Sham gap ... 10.66 eV

ORCA input file:
```
! wB97M-V def2-TZVPD RIJCOSX def2/J DEFGRID3
* xyz 0 1
N -1.07 -0.35 1.58
H -2.48 0.13 -0.70
C 1.52 -1.87 0.04
H 1.93 0.34 -2.38
H -2.06 -0.55 1.67
H 2.10 -2.77 -0.33
H -1.22 1.08 -1.50
H -0.71 -0.08 2.49
C 2.44 0.01 -1.49
H -0.92 -0.62 -1.08
H 0.71 -1.73 0.74
N -2.00 2.89 1.46
H 3.31 0.60 -1.20
H 0.23 0.88 0.52
C -1.41 0.30 -0.76
C -0.86 0.72 0.60
C -1.47 1.96 1.04
C 1.96 -0.91 -0.71
*
```

Löwdin population analysis, charges in e, atoms 1 to 5: 0.04, 0.08, 0.00, 0.05, 0.09

---

Stability check: which of them is most stable? <ii>.